C2H15B3O2Tl as an isolated structure in a non-equilibrium geometry. Source: OMol25; level of theory: wB97M-V/def2-TZVPD.

Output
DFT total energy: -13119.66441 eV
highest occupied orbital energy: -6.29 eV
charge: -1

The geometry in XYZ format:
```
23
C2H15B3O2Tl (wB97M-V/def2-TZVPD)
Tl 0.533 -1.537 -0.669
O -0.593 2.558 0.594
O -1.594 2.238 -1.269
C -1.225 3.043 -0.406
C -1.466 4.510 -0.492
B 1.231 -0.449 -4.605
B 2.860 -2.182 2.820
B -2.259 -2.516 2.461
H -0.637 5.178 -0.260
H 1.644 -0.134 -5.551
H 1.813 -1.189 -4.079
H -3.096 -1.975 2.875
H 2.423 -1.957 3.781
H 1.281 0.313 -3.843
H 2.869 -1.279 2.230
H 0.191 -0.738 -4.612
H 3.896 -2.419 3.005
H -1.827 4.757 -1.490
H -2.330 -2.520 1.384
H -1.333 -2.058 2.773
H -2.236 4.796 0.224
H -2.456 -3.502 2.852
H 2.313 -2.938 2.278
```

Atomic partial charges in e from the natural (NBO) method, atoms 1 to 5: number 1, Tl, carries 0.973; number 2, O, carries -0.466; number 3, O, carries -0.483; number 4, C, carries 0.743; number 5, C, carries -0.741



A 5-piece molecular cluster, C2H15N2O4 overall in a non-equilibrium geometry. Source: OMol25; level of theory: wB97M-V/def2-TZVPD.

Output
DFT total energy: -13480.60188 eV
highest occupied orbital energy: -12.68 eV
charge: +1

The geometry in XYZ format:
```
23
C2H15N2O4 (wB97M-V/def2-TZVPD)
O -2.448 0.109 -1.907
O 2.079 -1.894 0.330
O 1.247 3.792 0.850
O -0.269 -3.145 -2.038
N -0.215 -0.491 -0.719
N -0.068 1.310 2.543
C -0.574 0.483 0.317
C 0.204 0.600 1.399
H 1.687 4.009 0.004
H 1.217 0.264 1.460
H -1.617 0.734 0.278
H 1.436 2.899 1.097
H -0.829 -3.894 -2.167
H 1.685 -1.866 1.207
H -2.177 1.046 -2.128
H 0.801 -0.607 -0.760
H 1.730 -2.711 -0.034
H -0.727 -0.394 -1.627
H -3.356 -0.049 -1.642
H 0.551 -3.374 -2.486
H 0.527 1.244 3.358
H -0.390 -1.454 -0.386
H -1.013 1.440 2.819
```

Atomic partial charges in e from the natural (NBO) method, atoms 1 to 5: number 1, O, carries -0.999; number 2, O, carries -0.942; number 3, O, carries -0.938; number 4, O, carries -0.973; number 5, N, carries -0.705



A 5-piece molecular cluster, C2H15N2O4 overall in a non-equilibrium geometry. Source: OMol25; level of theory: wB97M-V/def2-TZVPD.

Output
DFT total energy: -13480.96480 eV
highest occupied orbital energy: -11.64 eV
charge: +1

The geometry in XYZ format:
```
23
C2H15N2O4 (wB97M-V/def2-TZVPD)
O 0.157 -3.656 -0.351
O 2.967 0.489 -0.167
O 0.438 3.138 -1.639
O -2.648 0.833 -1.191
N 0.084 0.702 -0.304
N -0.665 -1.261 2.703
C -0.212 0.334 1.113
C -0.602 -0.944 1.381
H -0.635 1.131 1.703
H 0.263 2.962 -2.557
H 0.831 -4.264 0.032
H -0.131 1.685 -0.496
H -3.230 1.563 -1.383
H 3.584 0.334 0.522
H -0.274 0.090 -1.026
H -0.564 -4.226 -0.606
H -0.922 -1.618 0.601
H 1.110 0.625 -0.271
H -2.809 0.206 -1.907
H 1.241 3.645 -1.628
H -1.090 -2.055 3.109
H 3.386 0.850 -0.942
H -0.279 -0.564 3.304
```

Atomic partial charges in e from the natural (NBO) method, atoms 1 to 5: number 1, O, carries -0.959; number 2, O, carries -0.967; number 3, O, carries -0.960; number 4, O, carries -0.962; number 5, N, carries -0.709



A 5-piece molecular cluster, C2H15N2O4 overall in a non-equilibrium geometry. Source: OMol25; level of theory: wB97M-V/def2-TZVPD.

Output
DFT total energy: -13468.19359 eV
expectation value of S²: 0.77
highest occupied orbital energy (spin up / spin down): -17.93 / -17.93 eV
charge: +2
multiplicity: 2

The geometry in XYZ format:
```
23
C2H15N2O4 (wB97M-V/def2-TZVPD)
O 2.178 -0.254 -3.931
O -3.054 -1.101 2.785
O 2.388 0.369 -0.845
O -0.486 -0.232 2.524
N -0.626 0.855 -0.417
N -0.038 -1.372 -0.399
C 0.121 -0.167 0.059
C -0.558 2.180 0.156
H 2.350 -0.117 -1.685
H 2.808 0.095 -4.575
H 2.905 1.156 -1.066
H -0.775 -1.658 -1.045
H -1.300 0.712 -1.178
H 0.701 -2.056 -0.225
H 1.425 -0.554 -4.452
H -3.130 -1.995 3.137
H -0.270 -0.563 3.406
H 0.472 2.552 0.113
H -0.978 2.092 1.176
H -1.463 -0.312 2.489
H -1.169 2.851 -0.411
H 0.859 -0.004 0.828
H -3.846 -0.615 3.036
```

Atomic partial charges in e from the natural (NBO) method, atoms 1 to 5: number 1, O, carries -0.986; number 2, O, carries -0.987; number 3, O, carries -0.953; number 4, O, carries -1.022; number 5, N, carries -0.168



A 6-piece molecular cluster, C2H15NO5 overall in a non-equilibrium geometry. Source: OMol25; level of theory: wB97M-V/def2-TZVPD.

Output
DFT total energy: -14028.42175 eV
expectation value of S²: 0.75
highest occupied orbital energy (spin up / spin down): -14.53 / -14.56 eV
charge: +1
multiplicity: 2

The geometry in XYZ format:
```
23
C2H15NO5 (wB97M-V/def2-TZVPD)
O -0.884 -2.470 0.048
O -0.951 0.727 1.261
O -1.360 -0.442 -2.057
O -1.764 1.798 -0.907
O 0.844 -2.577 2.013
N 1.214 0.889 -0.786
C 1.251 -0.322 -0.044
C 1.303 2.118 -0.074
H -1.468 -3.266 0.017
H 2.246 -0.407 0.397
H 1.348 1.930 1.010
H -1.288 1.102 0.426
H 1.212 -1.143 -0.767
H 0.173 -2.649 1.326
H -1.744 0.328 1.663
H 0.404 -0.448 0.673
H 2.211 2.726 -0.211
H 0.353 0.961 -1.372
H -1.809 2.526 -1.564
H 0.385 2.715 -0.193
H -1.652 0.443 -1.778
H 1.091 -3.464 2.289
H -1.115 -1.075 -1.368
```

Atomic partial charges in e from the natural (NBO) method, atoms 1 to 5: number 1, O, carries -0.419; number 2, O, carries -0.857; number 3, O, carries -0.930; number 4, O, carries -0.822; number 5, O, carries -0.973



A 6-piece molecular cluster, C2H15O6 overall in a non-equilibrium geometry. Source: OMol25; level of theory: wB97M-V/def2-TZVPD.

Output
DFT total energy: -14603.13172 eV
highest occupied orbital energy: -5.35 eV
charge: -1

The geometry in XYZ format:
```
23
C2H15O6 (wB97M-V/def2-TZVPD)
O 1.206 -1.939 1.507
O 2.074 -2.904 -6.014
O -1.536 -1.954 -0.673
O -0.405 -0.012 0.489
O -0.116 -1.648 -2.861
O -1.496 1.636 2.195
C -0.442 2.230 2.974
C 0.133 3.338 2.062
H -0.775 -1.045 -2.498
H 0.045 0.580 -0.130
H 1.225 3.284 1.955
H 0.193 1.396 3.247
H 1.675 -2.177 -5.503
H -0.901 -1.253 -0.247
H 0.676 -1.097 1.429
H -0.920 2.619 3.893
H -2.420 -1.745 -0.394
H 2.256 -3.616 -5.385
H -0.239 3.197 1.043
H -1.247 0.765 1.786
H 0.905 -2.292 0.667
H -0.276 4.263 2.493
H 0.383 -1.624 -2.033
```

Atomic partial charges in e from the natural (NBO) method, atoms 1 to 5: number 1, O, carries -1.002; number 2, O, carries -0.958; number 3, O, carries -1.056; number 4, O, carries -1.253; number 5, O, carries -0.954



C2H16MgNO11Pt as an isolated structure in a non-equilibrium geometry. Source: OMol25; level of theory: wB97M-V/def2-TZVPD.

Output
DFT total energy: -35017.58990 eV
expectation value of S²: 2.04
highest occupied orbital energy (spin up / spin down): -12.09 / -11.89 eV
charge: +1
multiplicity: 3

The geometry in XYZ format:
```
32
C2H16MgNO11Pt (wB97M-V/def2-TZVPD)
Pt 0.965 -2.665 2.885
Mg 3.709 -0.069 2.454
O -0.770 -2.283 1.365
O 2.568 1.433 -1.922
O -0.199 -4.387 -1.586
O 0.095 -0.141 -3.039
O 1.859 -0.564 1.975
O -2.752 0.135 -1.842
O 0.375 3.044 -0.942
O -2.729 2.121 -2.453
O -3.222 1.694 -0.455
O 0.480 2.585 3.103
O -2.530 -0.250 2.803
N -2.913 1.281 -1.584
C 0.934 -0.316 0.859
C -0.208 -1.385 0.389
H 1.438 0.106 -0.011
H 3.414 1.880 -1.885
H 0.444 -4.873 -2.103
H -1.905 -0.712 2.244
H -0.751 0.258 -2.838
H -3.360 -0.706 2.663
H 0.308 0.462 1.295
H 0.314 -3.719 -1.131
H 0.202 -1.998 -0.414
H 1.131 2.505 -1.171
H 1.064 1.869 2.851
H -0.335 2.152 3.356
H 0.717 0.317 -2.474
H 2.790 0.502 -1.938
H -0.973 -0.759 -0.071
H -0.162 2.482 -0.384
```

Atomic partial charges in e from the natural (NBO) method, atoms 1 to 5: number 1, Pt, carries 0.653; number 2, Mg, carries 1.807; number 3, O, carries -0.785; number 4, O, carries -0.953; number 5, O, carries -0.919



A 6-piece molecular cluster, C2H16NO5 overall in a non-equilibrium geometry. Source: OMol25; level of theory: wB97M-V/def2-TZVPD.

Output
DFT total energy: -14053.80429 eV
highest occupied orbital energy: -13.52 eV
charge: +1

The geometry in XYZ format:
```
24
C2H16NO5 (wB97M-V/def2-TZVPD)
O 2.993 -1.041 -0.206
O -2.889 -0.951 -0.729
O 1.145 2.766 -2.399
O -1.711 -0.802 2.831
O -0.376 -2.497 0.305
N 0.608 -0.221 -0.399
C 0.160 0.851 0.533
C -0.236 2.054 0.100
H 0.390 0.593 1.542
H 2.699 -1.922 0.176
H -0.527 -3.277 -0.207
H 3.911 -0.943 -0.011
H 0.649 3.583 -2.497
H -1.750 0.134 3.022
H -1.163 -2.253 0.763
H -3.014 -0.797 -1.601
H -1.402 -1.179 3.704
H -0.146 2.287 -0.916
H 0.711 -0.058 -1.433
H 0.177 -1.114 -0.208
H -0.221 2.986 0.825
H -3.732 -1.019 -0.260
H 1.989 3.037 -2.793
H 1.735 -0.216 -0.140
```

Atomic partial charges in e from the natural (NBO) method, atoms 1 to 5: number 1, O, carries -0.936; number 2, O, carries -0.960; number 3, O, carries -0.957; number 4, O, carries -0.956; number 5, O, carries -0.955